No. 1
16
Properties=species:S:1:pos:R:3 method="wB97M-V/def2-TZVPD" orbital_gap_ev=8.9762 energy_ha=-577.20739 de_lowest_kj_mol=385.71 molar_mass_g_mol=115.2 charge=0
C -0.075 0.655 -0.348
C 1.010 -0.129 -0.061
C 2.358 0.480 -0.101
C -2.350 0.670 0.388
N -1.357 0.055 -0.400
O -1.189 -1.354 -0.359
Si 0.318 -1.807 0.048
H -0.063 1.639 -0.696
H 2.593 0.454 0.977
H 2.366 1.615 -0.343
H 3.143 0.040 -0.654
H -3.261 0.229 -0.042
H -2.244 0.728 1.505
H -2.434 1.767 0.053
H 0.556 -2.526 -1.185
H 0.630 -2.516 1.217

***

No. 2
14
Properties=species:S:1:pos:R:3 method="wB97M-V/def2-TZVPD" orbital_gap_ev=12.6662 energy_ha=-249.09699 de_lowest_kj_mol=35.23 molar_mass_g_mol=68.1 charge=+1
C -0.145 -1.362 0.625
N -0.058 0.051 0.133
H -1.144 -1.550 0.983
H 0.568 -1.423 1.484
H -0.024 -2.079 -0.201
H 0.920 0.321 -0.045
H -0.710 0.059 -0.701
H -0.351 0.760 0.802
H 2.894 1.633 1.662
H 2.234 2.636 0.662
O 2.296 1.708 0.919
H -1.849 0.321 -2.585
H -2.771 -0.653 -1.770
O -1.860 -0.424 -1.969

***

No. 3
19
Properties=species:S:1:pos:R:3 method="wB97M-V/def2-TZVPD" orbital_gap_ev="8.0729 / 8.5088" energy_ha=-600.12575 de_lowest_kj_mol=436.87 molar_mass_g_mol=134.3 charge=0
C -0.789 0.509 -2.598
C -1.124 1.661 -1.917
C -0.341 -0.649 -1.923
C -0.925 1.680 -0.537
C 0.103 -0.505 -0.638
C -0.158 0.708 -0.081
C 0.615 -1.534 0.370
C 1.544 0.216 2.784
Si 0.278 -0.834 2.101
H -0.840 0.488 -3.715
H -1.717 2.483 -2.288
H -0.383 -1.591 -2.407
H -1.128 2.565 0.030
H 0.017 -2.443 0.011
H 1.575 -1.809 0.058
H 2.615 0.028 3.042
H 1.372 1.283 2.595
H -1.047 -0.294 1.896
H 0.334 -1.961 3.218